1.
DFT (ωB97M-V with the def2-TZVPD basis set) results for a structure of composition C46H34Cl5CuN2P2SeSi.

Summary:
Highest occupied orbital energy (spin up / spin down)   -3.67 / -4.85 eV
Multiplicity   2
Charge   -1
⟨S²⟩   0.753
Frontier orbital gap (spin up / spin down)   0.215 / 0.256 hartree
Energy relative to the best compared isomer or geometry (same formula, charge and spin)   73.53 kcal/mol
M   1024.6 g mol⁻¹

Each line ends with the Löwdin spin population.
CARTESIAN COORDINATES (ANGSTROEM)
1 Se 3.32817 0.44499 -4.09070  0.014
2 Cu -0.69511 -0.98016 -1.70799  0.015
3 Cl -1.10769 0.74344 -4.57618  0.000
4 Cl -0.96554 5.89720 -0.34739  0.000
5 Cl -1.03577 3.45366 -6.30235  0.000
6 Cl -2.61606 0.17816 -1.05657  0.011
7 Cl 0.18755 5.99730 -4.96386  0.000
8 P 0.12357 1.46613 0.31487  0.034
9 P -0.14267 -2.15768 0.53765  0.064
10 Si 2.47894 -0.50994 0.46245  0.434
11 N 1.18781 -0.35135 -2.21552  0.046
12 N -1.31737 -2.66407 -2.70271  0.001
13 C -2.53539 -1.66105 1.83550  0.004
14 C -1.84388 -2.58876 1.05567  0.015
15 C -1.70395 5.26473 -3.04696  0.000
16 C 1.05877 -6.12744 0.36651  0.001
17 C 2.03072 -1.38752 4.54800  0.005
18 C -0.47302 2.53942 -2.50890  0.000
19 C 1.42711 -3.77800 -1.06128  0.007
20 C 1.88894 -6.11822 -0.74922  0.003
21 C -3.87829 -1.83782 2.12009  0.000
22 C -3.89024 -3.85020 0.81595  0.000
23 C 4.32694 3.18816 1.11255  0.001
24 C 0.68558 -1.89706 2.16402  0.006
25 C -0.44418 4.72595 -3.88167  0.000
26 C -2.18721 2.62052 1.52603  0.003
27 C -0.69509 3.41684 -4.61324  0.000
28 C -1.22408 -3.78162 -2.93780  0.001
29 C -0.75144 2.27750 -3.90940  0.000
30 C -2.78561 3.43186 -2.02939  0.000
31 C -1.35097 3.46372 -1.63083  0.001
32 C -2.46049 2.76577 3.91559  0.003
33 C 3.23646 4.05184 1.18239  0.009
34 C -0.89581 4.89902 -1.81920  0.000
35 C 0.20138 -2.40752 3.36855  0.000
36 C -0.41718 1.91002 2.98230  0.003
37 C 0.42461 -4.96177 0.77087  0.002
38 C -2.54187 -3.67521 0.53619  0.005
39 C 0.87291 -2.15562 4.55368  -0.001
40 C 2.51901 -0.88647 3.35168  0.013
41 C 1.86453 -1.13683 2.14329  0.077
42 C -0.26048 2.59372 -1.07842  0.005
43 C 4.06986 -1.39979 -0.00591  0.080
44 C -4.56079 -2.93562 1.61355  0.004
45 C -2.95388 4.41545 -2.92106  0.000
46 C 2.84064 1.32651 0.68291  0.053
47 C 2.07601 -4.94107 -1.45974  0.001
48 C 0.75207 3.25488 -2.08225  0.000
49 C 2.00599 -0.03757 -2.98880  0.021
50 C -1.18673 2.23713 4.08692  0.000
51 C 0.59603 -3.77535 0.05821  0.002
52 C -2.95572 2.95352 2.63414  0.000
53 C -0.90347 2.11111 1.68708  0.004
54 C 0.42361 4.66648 -2.51730  0.000
55 C 1.75822 2.20805 0.72744  0.009
56 C -1.07275 -5.20231 -3.21163  0.000
57 C 1.95645 3.56417 0.98462  -0.002
58 C 4.13079 1.84006 0.86420  0.016
59 H -0.31462 -5.34708 -3.97929  0.000
60 H -3.06416 3.02346 4.77723  0.000
61 H 4.85414 -1.23181 0.74023  0.016
62 H 3.38988 5.10691 1.37476  0.001
63 H -3.48280 2.65121 -1.76482  0.000
64 H 2.39429 -7.02581 -1.05647  0.000
65 H -0.75142 -5.70724 -2.29997  0.000
66 H 2.54671 -1.17716 5.47739  0.001
67 H -4.41923 -4.70010 0.40154  0.000
68 H -0.79172 2.07572 5.08269  0.000
69 H -0.21054 -4.97149 1.64921  0.000
70 H -2.60142 2.74110 0.53537  0.000
71 H 0.91678 -7.04202 0.92952  0.000
72 H -1.86586 6.31981 -3.24996  0.000
73 H 3.89821 -2.47569 -0.07141  0.001
74 H 0.57300 1.48939 3.12526  0.000
75 H -3.95125 3.35482 2.48904  0.000
76 H -3.85682 4.59462 -3.48781  0.000
77 H 1.56646 -2.85526 -1.61672  0.003
78 H -0.71540 -2.98412 3.38446  0.000
79 H 1.70686 2.77080 -2.24960  0.000
80 H -4.39857 -1.09948 2.71717  0.000
81 H 0.48764 -2.55023 5.48621  0.000
82 H 1.10620 4.23758 1.01029  0.000
83 H -2.03278 -4.38995 -0.09884  0.000
84 H 2.72980 -4.92125 -2.32331  0.000
85 H -2.01856 -5.62089 -3.55125  0.000
86 H 4.42623 -1.04509 -0.97596  0.001
87 H -5.61483 -3.06680 1.82440  0.000
88 H 5.33081 3.57246 1.24955  0.000
89 H -2.02504 -0.77575 2.20069  0.000
90 H 4.98974 1.18090 0.80479  0.002
91 H 3.41672 -0.27587 3.35555  0.002
92 H 1.18162 5.44303 -2.47660  0.000

=====

2.
DFT (ωB97M-V with the def2-TZVPD basis set) results for a structure of composition C3H2OPd in a non-equilibrium geometry.

Summary:
Highest occupied orbital energy (spin up / spin down)   -13.43 / -16.20 eV
Multiplicity   4
Charge   +1
⟨S²⟩   3.815
Frontier orbital gap (spin up / spin down)   0.260 / 0.292 hartree
M   160.5 g mol⁻¹

Each line ends with the Löwdin spin population.
CARTESIAN COORDINATES (ANGSTROEM)
1 Pd -0.47040 -1.69360 -0.26864  1.022
2 O -0.71007 -1.13752 -1.70878  0.508
3 C 0.25448 0.41274 1.34187  0.161
4 C 0.00029 -0.83014 1.04874  0.680
5 C 0.40847 1.63466 1.01558  0.570
6 H 0.60944 2.69891 1.00851  0.028
7 H -0.09221 -1.08504 -2.43728  0.031

=====

3.
DFT (ωB97M-V with the def2-TZVPD basis set) results for a cluster of 10 separate species, C28H30F9NO29 in total in a non-equilibrium geometry.

Summary:
Highest occupied orbital energy   -10.69 eV
Multiplicity   1
Charge   0
Structure (SMILES)   O=C1OC[C@@H](F)O1.O=C1OC[C@@H](F)O1.O=C1OC[C@@H](F)O1.O=C1OC[C@@H](F)O1.O=C1OC[C@@H](F)O1.O=C1OC[C@@H](F)O1.O=C1OC[C@@H](F)O1.O=C1OC[C@@H](F)O1.O=C1OC[C@@H](F)O1.C[N+](=O)[O-]
Frontier orbital gap   0.375 hartree
Energy relative to the best compared isomer or geometry (same formula, charge and spin)   31.67 kcal/mol
M   1015.5 g mol⁻¹

Each line ends with the Mulliken charge.
CARTESIAN COORDINATES (ANGSTROEM)
1 F -1.35232 4.81797 1.82400  -0.307
2 F 1.07110 2.80922 4.56220  -0.313
3 F 1.68019 -5.77708 3.05231  -0.315
4 F 2.59076 -0.60381 -4.90387  -0.350
5 F -4.30530 -0.29476 -3.18865  -0.257
6 F 5.22110 3.56496 -0.64884  -0.350
7 F -4.37755 0.22327 -0.44204  -0.183
8 F -1.33036 4.29419 -3.19818  -0.380
9 F -1.71456 -0.64573 4.72173  -0.225
10 O -3.49832 3.61119 -3.38016  -0.418
11 O 0.48709 6.01375 1.42889  -0.365
12 O -3.56506 2.72848 0.73615  -0.270
13 O -2.90652 -2.56384 -1.78240  -0.284
14 O 2.13444 -0.01206 1.94606  -0.380
15 O 3.57071 -6.08350 1.90746  -0.343
16 O 1.93827 4.37874 1.05056  -0.331
17 O -2.70559 2.06431 -4.73390  -0.357
18 O -3.63155 0.70279 1.59127  -0.202
19 O 4.02102 2.10499 -4.12744  -0.513
20 O 2.72461 0.27509 4.10341  -0.403
21 O 2.94937 -5.41973 -0.10920  -0.298
22 O -4.60914 3.13139 -5.28063  -0.523
23 O -2.51316 -1.51098 -3.67661  -0.283
24 O 2.44287 -4.48968 -4.85332  -0.547
25 O 0.73227 0.90591 3.42993  0.406
26 O -1.97826 2.08583 2.19623  -0.358
27 O 1.14121 0.16082 -0.91938  -0.445
28 O 1.51067 -2.46973 -4.48161  -0.349
29 O 4.96892 -6.40146 0.20238  -0.506
30 O -2.20433 -3.70690 1.81622  -0.518
31 O -0.78121 -2.13431 -2.41923  -0.316
32 O -0.82785 1.07891 -1.00606  -0.491
33 O 3.62929 3.11545 -2.18352  -0.326
34 O 2.69474 6.47323 1.39524  -0.522
35 O 3.40175 -3.02401 -3.46007  -0.407
36 O -0.40563 -2.88695 2.88889  -0.091
37 O 4.57938 1.09082 -2.16607  -0.344
38 O -2.39867 -2.62877 3.77772  -0.353
39 N -0.01801 0.23436 -0.63874  1.243
40 C -3.91639 -1.55701 -3.59542  0.264
41 C -2.22282 3.31652 -2.87338  1.010
42 C -0.16647 -2.40602 4.18118  0.066
43 C 1.98164 -1.27132 -3.88525  1.132
44 C -4.77809 0.77704 0.77659  0.221
45 C 0.66514 3.74427 1.14888  0.770
46 C -1.95342 -2.15065 -2.62953  0.441
47 C 2.97055 -1.80040 -2.85637  -0.012
48 C 1.79339 5.71568 1.28039  0.427
49 C 2.53494 -5.18290 2.15475  0.432
50 C -0.27415 4.92046 0.99551  0.514
51 C -2.98237 1.87189 1.59546  0.482
52 C -4.90746 2.27540 0.53733  -0.599
53 C 3.94706 -5.94647 0.61296  0.556
54 C -1.73425 -3.07387 2.70345  0.498
55 C -1.53131 -2.00244 4.69013  0.220
56 C 1.88751 0.30484 3.06222  0.201
57 C 1.84153 -5.10834 0.75635  0.002
58 C 4.25980 1.40414 -0.82148  0.137
59 C 2.44599 -3.43909 -4.29342  0.544
60 C 4.04268 2.87855 -0.84128  1.052
61 C -0.64830 -0.81244 0.25452  -1.064
62 C -4.21411 -2.51135 -2.41457  -0.407
63 C -3.69041 2.96249 -4.55835  0.619
64 C 0.82188 1.48003 4.71577  0.332
65 C 4.03290 2.08862 -2.94492  0.690
66 C -1.89970 2.02045 -3.57806  0.430
67 C 2.10884 0.81317 5.26155  -0.613
68 H 3.82186 -1.12882 -2.74980  0.123
69 H -4.72762 -2.09781 -1.55073  0.194
70 H 1.87898 -0.03461 5.91089  0.297
71 H -0.82827 1.92092 -3.75811  0.298
72 H -1.72453 -0.79662 0.13174  0.015
73 H -0.65905 5.03365 -0.01999  0.347
74 H 0.22643 -3.15331 4.88063  0.367
75 H 1.38458 -4.13432 0.61516  -0.071
76 H 0.58848 -1.62477 4.24951  -0.219
77 H -5.52044 2.73828 1.31585  0.318
78 H 0.44817 3.01122 0.37006  -0.458
79 H -0.38874 -0.53154 1.27329  0.145
80 H 2.77821 1.54660 5.70229  0.373
81 H 1.26955 -0.65288 -3.33993  -0.253
82 H -5.21050 2.54011 -0.47077  0.289
83 H -0.25417 -1.78678 -0.01321  0.455
84 H 5.08885 1.14187 -0.16251  0.352
85 H 0.48522 3.21341 2.08454  -0.286
86 H 2.83367 -4.22180 2.57814  0.268
87 H -2.04798 1.17980 -2.89941  -0.400
88 H 3.40244 0.87315 -0.39934  -0.166
89 H 3.34289 3.31582 -0.12961  -0.338
90 H -4.52503 -3.48808 -2.78468  0.308
91 H 2.57479 -1.92826 -1.84924  0.089
92 H -5.64903 0.21085 1.09361  0.351
93 H -2.25731 3.18344 -1.79376  -0.274
94 H -4.40626 -1.82677 -4.52819  0.319
95 H -1.76912 -2.36225 5.69099  0.246
96 H -0.05017 1.25268 5.32149  0.257
97 H 1.11307 -5.91675 0.76534  0.286

=====

4.
DFT (ωB97M-V with the def2-TZVPD basis set) results for an isolated molecule of C3H2Cl2O in a non-equilibrium geometry.

Summary:
Highest occupied orbital energy (spin up / spin down)   -8.95 / -8.82 eV
Multiplicity   1
Charge   0
Frontier orbital gap (spin up / spin down)   0.287 / 0.280 hartree
Energy relative to the best compared isomer or geometry (same formula, charge and spin)   78.51 kcal/mol
M   125.0 g mol⁻¹

Each line ends with the natural charge from an NBO analysis.
CARTESIAN COORDINATES (ANGSTROEM)
1 Cl 2.68882 0.50264 0.02484  0.112
2 Cl -2.43544 0.69036 -0.07556  0.111
3 O 0.82562 -1.40386 -0.16919  -0.545
4 C 1.05150 0.82925 -0.04598  -0.256
5 C 0.15246 -0.41186 -0.15384  0.381
6 C -1.37759 -0.54919 0.10272  -0.263
7 H -1.74385 -1.63069 0.18348  0.233
8 H 0.83848 1.97334 0.13353  0.226

=====

5.
DFT (ωB97M-V with the def2-TZVPD basis set) results for a structure of composition C37H54InN3O3PSi in a non-equilibrium geometry.

Summary:
Highest occupied orbital energy   -10.00 eV
Multiplicity   1
Charge   +1
Frontier orbital gap   0.271 hartree
Energy relative to the best compared isomer or geometry (same formula, charge and spin)   0.00 kcal/mol
M   762.7 g mol⁻¹

Each line ends with the Mulliken charge.
CARTESIAN COORDINATES (ANGSTROEM)
1 In 0.10325 -0.62612 -0.03799  0.978
2 P 1.28305 1.66978 -1.12154  1.338
3 Si -2.47548 -0.99296 1.14696  -0.707
4 O 0.37125 -3.37746 -1.33459  -0.753
5 O 4.25006 0.50997 2.20371  -0.427
6 O -1.23783 -0.69299 -2.21625  0.154
7 N -0.94796 -2.37193 -3.78038  -0.272
8 N -2.02745 -0.36656 -4.34866  -0.283
9 N 2.19486 -0.31596 1.66886  0.221
10 C 1.53974 -1.96984 4.22217  -1.282
11 C -2.84628 0.00646 2.80466  2.270
12 C -4.20803 0.69254 2.67567  -1.792
13 C 0.27669 3.80344 -2.66600  -0.085
14 C 2.29941 1.43422 -2.65767  0.509
15 C 3.54655 4.70252 0.30521  -0.773
16 C -2.92849 -2.89234 1.27303  2.457
17 C 3.61293 3.01129 2.01270  -1.093
18 C 3.77266 1.38465 -5.03688  -0.574
19 C -1.89126 4.83545 -2.22450  -0.725
20 C -2.76125 -0.88893 4.05006  -1.415
21 C -2.83338 0.78614 -3.95042  -0.563
22 C -1.96297 -3.49450 2.30571  -1.247
23 C 2.85809 2.08626 1.22075  0.134
24 C 2.74461 3.85358 -0.47642  -0.808
25 C 3.70989 1.38642 -2.63459  -0.422
26 C -3.68933 -0.28189 -0.10843  -0.819
27 C 2.36772 2.57495 -0.00237  0.462
28 C 4.02194 4.26828 1.53846  -0.800
29 C 1.07105 -2.42702 -0.99791  0.446
30 C 4.13884 -0.85311 2.89966  -0.603
31 C 2.27916 -2.55382 2.97667  0.250
32 C -2.75053 -3.60409 -0.07581  -1.728
33 C -1.09627 3.06581 -0.83681  0.073
34 C 1.68450 1.38187 -3.90288  -0.425
35 C -0.71822 4.75844 -2.98130  -0.993
36 C 2.40675 1.34772 -5.11129  -0.982
37 C 4.42362 1.35652 -3.80853  -0.605
38 C 2.98087 -1.48821 2.15453  0.312
39 C 0.08112 2.91453 -1.61188  0.305
40 C 3.01482 0.70070 1.66248  0.471
41 C -1.37810 -1.13912 -3.40975  0.085
42 C 1.55915 -3.65556 2.19165  -1.142
43 C -4.39915 -3.12503 1.65208  -1.697
44 C -2.09260 3.94915 -1.16581  -0.225
45 C 2.54128 -2.31263 -1.39393  -0.979
46 C -1.74142 1.12743 2.89582  -1.555
47 H 2.20949 -4.11907 1.45325  0.396
48 H -4.32012 1.38097 3.56344  0.449
49 H 5.05105 -1.40301 2.79762  0.360
50 H -3.47443 -1.73127 4.09421  0.202
51 H 4.25758 1.34834 -1.67067  0.362
52 H -4.71277 -2.74057 2.65682  0.297
53 H -2.66053 5.58754 -2.45114  0.391
54 H 5.53030 1.30594 -3.76993  0.398
55 H -0.50172 5.50505 -3.74478  0.425
56 H -1.69144 -4.51584 1.94861  0.513
57 H -1.17025 2.48273 0.08763  -0.442
58 H -1.93512 1.68005 3.84337  0.529
59 H -4.72088 -0.42093 0.30367  0.451
60 H -2.37723 -0.84029 -5.18248  0.251
61 H 3.18937 -3.05720 3.38655  0.306
62 H 2.70086 -2.50786 -2.46097  0.407
63 H -2.98679 -0.21820 4.90030  0.579
64 H -4.23303 1.33244 1.76648  0.324
65 H 3.12302 -3.07477 -0.80939  0.231
66 H 4.36085 1.44881 -5.97370  0.351
67 H -2.46652 -3.57287 3.26617  0.334
68 H -0.50768 -2.99459 -3.09158  0.209
69 H 0.80834 -1.22042 3.89138  0.085
70 H 0.74078 -3.24796 1.58847  -0.096
71 H -3.36771 -3.22353 -0.87984  0.374
72 H -1.02736 -2.90089 2.40956  -0.244
73 H -3.60797 -0.77705 -1.09278  0.039
74 H -4.55437 -4.25381 1.65792  0.493
75 H -3.03644 -4.67118 -0.01290  0.510
76 H -1.68869 -1.21911 4.16928  0.170
77 H 3.97546 2.65738 2.95746  0.508
78 H 1.86080 1.29215 -6.04792  0.496
79 H 4.72852 4.81453 2.11945  0.458
80 H -3.49376 0.77218 -0.33059  0.190
81 H 1.19176 3.84767 -3.26980  0.371
82 H 2.88797 -1.33723 -1.10798  0.053
83 H -1.82560 1.83166 2.08551  0.278
84 H -1.72846 -3.54187 -0.50128  0.299
85 H 1.18141 -4.40772 2.88853  0.451
86 H -0.72990 0.69650 2.87006  0.074
87 H 3.91977 -0.66479 3.97258  0.312
88 H -3.05899 3.91411 -0.67331  0.457
89 H 3.73571 5.71467 -0.08527  0.415
90 H 0.97890 -2.83995 4.58107  0.392
91 H -5.10203 0.01435 2.56544  0.289
92 H -2.16547 1.49958 -3.41194  0.021
93 H -3.31163 1.21337 -4.87033  0.356
94 H -3.61065 0.41752 -3.26951  0.266
95 H -1.13109 -2.69479 -4.72694  0.158
96 H -5.07336 -2.70464 0.86865  0.344
97 H 2.53181 4.14364 -1.50720  0.312
98 H 0.59118 1.40023 -3.96671  0.575
99 H 2.17304 -1.55193 4.97169  0.526
100 H 3.39615 -2.02609 1.27550  0.053

=====

Calculated E_tot, -250287.7593 -8651.4157 -114845.8216 -30231.8899 -72193.2230 eV (same order as the records).